Here is C27H26F16N7SSbTa as an isolated structure in a non-equilibrium geometry from OMol25. Energies are from the ωB97M-V functional and the def2-TZVPD basis.

Each line ends with the Mulliken spin population.
Element x y z (Å)
Ta  0.540  -0.132  0.067  0.01
C  3.538  -1.949  0.414  0.01
N  3.028  -0.624  -0.008  0.00
C  3.466  -0.403  -1.395  0.00
C  2.709  0.712  -2.007  0.00
N  1.284  0.459  -1.771  0.00
C  0.429  1.035  -2.748  0.00
C  0.745  1.981  -3.718  0.00
F  1.965  2.491  -3.841  0.00
C  -0.224  2.459  -4.581  0.00
F  0.107  3.374  -5.473  0.00
C  -1.531  2.011  -4.512  0.00
F  -2.446  2.493  -5.324  0.00
C  -1.863  1.047  -3.578  0.00
F  -3.095  0.563  -3.486  0.00
C  -0.871  0.595  -2.755  0.00
F  -1.127  -0.376  -1.851  0.01
C  3.596  0.412  0.881  0.00
C  2.818  0.385  2.144  0.00
N  1.392  0.479  1.793  0.00
C  0.616  1.308  2.662  0.00
C  -0.678  0.904  2.903  0.00
F  -1.030  -0.246  2.287  0.00
C  -1.575  1.569  3.695  0.00
F  -2.806  1.110  3.864  0.00
C  -1.152  2.737  4.302  0.00
F  -1.975  3.422  5.067  0.00
C  0.135  3.193  4.083  0.00
F  0.533  4.322  4.639  0.00
C  1.002  2.502  3.259  0.00
F  2.203  3.035  3.040  0.00
H  4.627  -1.947  0.331  0.00
H  3.148  -2.732  -0.227  0.00
H  3.274  -2.164  1.446  0.02
H  3.292  -1.327  -1.948  0.00
H  4.539  -0.193  -1.430  0.00
H  2.927  0.721  -3.072  0.00
H  2.988  1.689  -1.614  0.00
H  3.500  1.384  0.402  0.00
H  4.652  0.220  1.083  0.00
H  3.131  1.195  2.791  0.00
H  2.988  -0.539  2.698  0.00
C  -5.662  1.003  -0.552  0.00
C  -4.724  0.797  0.645  0.00
C  -3.811  -0.377  0.480  0.00
N  -2.542  -0.308  0.349  0.00
N  -1.906  -1.544  0.244  0.00
C  -2.755  -2.536  0.278  -0.01
N  -2.416  -3.846  0.200  0.00
S  -4.389  -2.024  0.443  0.00
H  -6.319  1.851  -0.366  0.00
H  -6.290  0.126  -0.723  0.00
H  -5.096  1.201  -1.462  0.00
H  -5.314  0.658  1.553  0.00
H  -4.089  1.670  0.795  0.00
H  -1.455  -4.118  0.105  0.01
H  -3.110  -4.568  0.257  0.00
F  -0.674  1.533  -0.133  0.00
Sb  -0.083  3.642  -0.172  0.00
F  -1.091  3.523  1.365  0.00
F  -1.645  3.676  -1.137  0.00
F  0.804  5.022  0.665  0.00
F  0.712  4.056  -1.792  0.00
F  1.443  2.553  0.105  0.00
C  0.609  -2.668  -2.474  0.05
C  0.793  -3.096  -1.075  0.29
C  0.968  -4.469  -0.677  0.10
C  1.007  -4.490  0.674  0.08
C  0.848  -3.134  1.123  0.30
C  0.736  -2.739  2.540  0.06
N  0.754  -2.293  0.036  -0.03
H  1.030  -3.413  -3.146  0.01
H  1.042  -1.691  -2.680  -0.01
H  -0.466  -2.602  -2.688  0.05
H  1.049  -5.308  -1.355  -0.01
H  1.124  -5.350  1.319  0.00
H  0.694  -3.627  3.166  0.00
H  -0.160  -2.149  2.709  0.02
H  1.590  -2.140  2.865  0.02

Expectation value of S²   0.761
LUMO level (alpha / beta)   -0.271 / -0.319 Ha
Spin multiplicity   2
Electronic energy   -101242.5126 eV
Total charge   +2


Here is C35H36N9O5S2W as an isolated structure in a non-equilibrium geometry from OMol25. Energies are from the ωB97M-V functional and the def2-TZVPD basis.

Each line ends with the Mulliken charge.
Element x y z (Å)
W  1.412  0.340  -0.459  0.63
N  -0.119  -3.137  -2.863  -0.45
C  0.185  -1.943  -2.280  0.58
S  0.798  -2.031  -0.633  -0.62
N  -0.018  -0.871  -2.968  -1.42
N  0.286  0.309  -2.297  1.01
C  -0.016  1.370  -2.950  -0.47
C  0.244  2.742  -2.535  0.71
C  -0.403  3.745  -3.264  -0.97
C  -0.244  5.081  -2.950  -0.83
C  0.603  5.432  -1.905  -0.50
C  1.280  4.460  -1.189  -0.50
C  1.106  3.111  -1.485  0.69
O  1.776  2.216  -0.742  -0.74
H  0.334  -3.952  -2.484  0.27
H  -0.244  -3.123  -3.863  0.26
H  -0.535  1.222  -3.894  0.48
H  -1.044  3.454  -4.087  0.43
H  -0.761  5.840  -3.519  0.44
H  0.737  6.475  -1.646  0.45
H  1.960  4.718  -0.387  0.54
C  4.307  -1.816  2.131  -1.69
C  3.292  -0.867  1.590  1.14
N  3.118  -0.612  0.303  1.25
N  3.908  -1.308  -0.573  -1.49
C  3.566  -0.978  -1.779  0.53
O  2.711  -0.005  -1.968  -0.77
C  4.018  -1.795  -2.917  0.50
C  4.781  -2.943  -2.716  -0.35
C  5.117  -3.740  -3.795  -0.68
C  4.690  -3.400  -5.074  -0.39
C  3.932  -2.257  -5.276  -0.78
C  3.594  -1.453  -4.198  -0.22
C  2.392  -0.130  2.392  0.77
C  2.433  -0.101  3.798  -1.03
C  1.636  0.777  4.480  -0.68
C  0.805  1.637  3.745  -1.03
C  0.767  1.533  2.381  -0.62
N  1.504  0.629  1.687  0.15
H  4.731  -2.403  1.324  0.33
H  3.850  -2.486  2.860  0.42
H  5.120  -1.282  2.629  0.33
H  5.100  -3.197  -1.715  0.46
H  5.708  -4.633  -3.642  0.41
H  4.953  -4.029  -5.915  0.40
H  3.605  -1.991  -6.272  0.42
H  2.998  -0.561  -4.337  0.43
H  3.129  -0.748  4.312  0.47
H  1.674  0.834  5.560  0.46
H  0.201  2.390  4.232  0.52
H  0.129  2.171  1.793  0.43
C  -2.183  -3.440  3.318  -0.69
C  -1.021  -2.714  2.591  -0.82
N  -1.536  -1.630  1.767  0.36
C  -2.246  -0.675  2.607  0.27
C  -3.475  -1.330  3.278  -1.19
N  -3.465  -2.782  2.895  -0.06
C  -3.635  -2.906  1.408  -1.10
C  -2.429  -2.199  0.754  -0.11
H  -2.120  -3.357  4.402  0.31
H  -2.259  -4.493  3.049  0.31
H  -0.472  -3.404  1.951  0.53
H  -0.328  -2.301  3.326  0.47
H  -2.590  0.151  1.989  -0.34
H  -1.553  -0.287  3.354  0.61
H  -4.403  -0.905  2.897  0.48
H  -3.458  -1.276  4.366  0.32
H  -4.242  -3.247  3.358  0.29
H  -4.576  -2.422  1.148  0.43
H  -3.690  -3.969  1.177  0.33
H  -2.772  -1.403  0.106  -0.08
H  -1.850  -2.899  0.153  0.71
O  -4.595  -0.007  0.367  -0.62
S  -4.053  0.865  -0.656  1.29
O  -4.744  0.952  -1.902  -0.73
N  -2.477  0.456  -0.853  -0.65
C  -1.701  1.316  -0.262  0.45
O  -0.474  1.121  0.020  1.18
C  -2.376  2.577  0.191  0.30
C  -1.826  3.745  0.685  -0.09
C  -2.689  4.782  1.025  -1.48
C  -4.066  4.646  0.877  -0.62
C  -4.619  3.473  0.373  -0.83
C  -3.746  2.461  0.038  0.05
H  -0.754  3.865  0.766  0.65
H  -2.282  5.712  1.399  0.45
H  -4.716  5.466  1.149  0.45
H  -5.687  3.363  0.246  0.51

LUMO level (alpha / beta)   -0.108 / -0.124 Ha
Spin multiplicity   1
Electronic energy   -84020.4764 eV
Total charge   +1


Here is a 2-piece molecular cluster, C2H6O3 overall in a non-equilibrium geometry from OMol25. Energies are from the ωB97M-V functional and the def2-TZVPD basis.

Each line ends with the Mulliken charge.
Element x y z (Å)
H  0.730  0.230  0.794  0.31
C  1.014  -0.349  -0.113  0.39
O  2.046  -1.133  -0.177  -0.36
O  0.254  -0.226  -1.137  -0.27
C  -0.991  0.606  -1.176  -0.59
H  2.373  -1.319  0.738  0.42
H  -1.435  0.297  -2.127  0.24
H  -1.724  0.481  -0.378  0.35
H  -0.715  1.663  -1.217  0.31
O  -1.017  0.171  2.042  -0.95
H  -0.534  -0.422  2.752  0.16

LUMO level (alpha / beta)   -0.017 / -0.017 Ha
Spin multiplicity   1
Electronic energy   -8309.4752 eV


Among the records above, which one has the highest electronic energy?
C2H6O3


spin multiplicity of number 2 (C35H36N9O5S2W)?
1


Look up the spin multiplicity of the third one.
1


Among the records above, which one has the highest spin multiplicity?
C27H26F16N7SSbTa